Arrangement P

# C5H13N

2 unconnected molecules or ions with the total composition C5H13N (ωB97M-V with the def2-TZVPD basis set, the Open Molecules 2025 dataset).

Structure (XYZ):
```
19
C5H13N, DFT ωB97M-V with the def2-TZVPD basis set
C -2.3761 -1.0595 0.2863
C -2.3795 0.1840 -0.5573
C -2.8205 1.3971 -0.2510
H -2.4225 -1.9373 -0.3585
H -1.3978 -1.1042 0.7683
H -3.2317 -1.0551 0.9581
H -1.8371 0.0599 -1.4941
H -2.6345 2.2210 -0.9130
H -3.3274 1.5916 0.6872
C 3.0625 0.1929 0.9679
N 1.9674 -0.5751 0.3982
C 1.5516 -0.1823 -0.9419
H 2.8813 1.2735 0.9306
H 3.3485 -0.1325 1.9629
H 3.9589 -0.0032 0.3663
H 1.2329 -0.6178 1.0889
H 1.8416 -0.9818 -1.6255
H 2.0972 0.7306 -1.2022
H 0.4852 -0.0020 -1.0712
```

For the HOMO energy, the calculation gives -8.54 eV. The net charge is 0. The HOMO-LUMO gap comes out at 9.6 eV. As for the multiplicity: 1. The LUMO energy comes out at 1.067 eV. Its SMILES is C=CC.CNC. The molecular weight is 87.2 g/mol.

---

Arrangement Q

# C5H13N

2 unconnected molecules or ions with the total composition C5H13N (ωB97M-V with the def2-TZVPD basis set, the Open Molecules 2025 dataset).

Structure (XYZ):
```
19
C5H13N, DFT ωB97M-V with the def2-TZVPD basis set
C -1.6216 0.0139 -1.8250
C -2.4236 -1.1690 -1.2621
C -3.0776 -1.1604 -0.1550
H -2.2331 0.9355 -1.7754
H -0.7530 0.1758 -1.1003
H -1.1381 -0.3462 -2.7170
H -2.4208 -2.0021 -1.9567
H -3.8316 -1.8091 0.2282
H -2.9499 -0.3338 0.5220
C 3.1797 0.0263 1.0580
N 1.9555 0.3977 0.2531
C 0.9838 1.3133 1.1095
H 2.9128 -0.8098 1.7758
H 3.8956 -0.3535 0.4593
H 3.5290 0.9492 1.4674
H 1.5677 -0.4839 -0.1496
H 0.0794 0.7270 1.5153
H 0.8084 2.2328 0.6028
H 1.5375 1.6964 1.9498
```

For the HOMO energy, the calculation gives -8.63 eV. The net charge is 0. The HOMO-LUMO gap comes out at 9.7 eV. As for the multiplicity: 1. The LUMO energy comes out at 1.093 eV. Its SMILES is C=CC.CNC. The molecular weight is 87.2 g/mol.

---

Bottom line: arrangement P, by a margin of 1.109 eV.